Formula: C2H10N3O
Source: the OMol25 dataset
Level of theory: ωB97M-V/def2-TZVPD

Atoms and positions in Å:
C1 0.57 0.76 2.35
N1 -0.02 1.17 1.09
C2 -0.17 0.36 0.03
N2 -0.80 0.84 -1.05
N3 0.27 -0.89 0.07
H1 1.53 0.26 2.22
H2 -0.09 0.05 2.85
H3 0.69 1.62 3.01
H4 -0.10 2.16 0.91
H5 -0.70 0.36 -1.93
H6 -1.21 1.75 -1.05
H7 0.11 -1.44 -0.77
H8 0.75 -1.14 0.90
H9 -0.91 -2.41 -2.75
H10 0.38 -1.76 -3.27
O1 -0.30 -1.67 -2.60

Properties
Kohn-Sham gap in eV: 11.70
Spin multiplicity: 1
Total charge: +1
Energy relative to the best compared isomer or geometry (same formula, charge and spin) in kcal per mole: 0.0
Lowest unoccupied orbital energy in Ha: -0.1044
Maximum force in hartree/bohr: 0.0240